No. 1
C2H4N2OS in the gas phase. Source: the Open Molecules 2025 dataset; level of theory: ωB97M-V with the def2-TZVPD basis set.

Values from the calculation:
SMILES ... C=NS/C=N\O
Gap between HOMO and LUMO ... 9.3 eV
HOMO level ... -8.86 eV
LUMO ... 0.404 eV
ΔE to the lowest compared entry with this formula, charge and spin ... 376.9 kJ/mol
DFT total energy ... -661.44197 a.u.

ORCA input file:
```
! RIJCOSX wB97M-V def2-TZVPD def2/J DEFGRID3
* xyz 0 1
H -1.96571 -2.06336 0.00724
H -0.84875 1.17691 -0.00289
C 2.07741 0.53308 -0.00677
N -2.27478 -0.09484 -0.00523
H 2.39526 1.56945 0.00493
S 0.26660 -1.27987 -0.00258
N 0.82321 0.34237 -0.00111
O -1.81476 1.17832 -0.00050
H 2.82107 -0.27341 0.00907
C -1.47954 -1.08864 -0.00215
*
```

Löwdin atomic charge list, values in e, 5 entries: number 1, H, carries 0.063; number 2, H, carries 0.022; number 3, C, carries -0.127; number 4, N, carries -0.077; number 5, H, carries 0.075

---

No. 2
2 unconnected molecules or ions with the total composition C7H16S. Source: the Open Molecules 2025 dataset; level of theory: ωB97M-V with the def2-TZVPD basis set.

Values from the calculation:
SMILES ... C1CCCC1.CCS
Gap between HOMO and LUMO ... 9.9 eV
HOMO level ... -9.09 eV
LUMO ... 0.856 eV
ΔE to the lowest compared entry with this formula, charge and spin ... 1.8 kJ/mol
DFT total energy ... -674.48783 a.u.

ORCA input file:
```
! RIJCOSX wB97M-V def2-TZVPD def2/J DEFGRID3
* xyz 0 1
H 1.82042 -0.05962 0.39080
H 1.01274 1.64972 2.80783
H 1.75277 3.00619 0.61711
H 2.88716 0.93452 1.42512
S 0.49459 -2.13670 -2.26324
H -2.81797 -2.34916 -0.47333
H -1.04276 2.15537 1.81815
H 0.61041 -0.07014 2.53168
H 2.08245 2.07641 -0.87382
C 1.87493 0.87541 0.98088
C -0.71408 -2.52256 -0.95907
C 0.75575 0.90565 2.02952
H -0.64292 -3.59798 -0.70640
H -0.48267 2.85641 -0.39875
H -0.35926 -1.94673 -0.08272
C 0.01165 1.91095 -0.10346
H -1.20739 0.52768 1.09733
H -2.19935 -1.05555 -1.54720
H -2.48529 -2.69980 -2.19835
H -0.17888 1.16796 -0.90166
C 1.52651 2.06312 0.08336
C -2.14129 -2.13271 -1.31705
C -0.50512 1.36886 1.25441
H -0.05236 -2.92720 -3.21110
*
```

Löwdin atomic charge list, values in e, 5 entries: number 1, H, carries 0.103; number 2, H, carries 0.107; number 3, H, carries 0.113; number 4, H, carries 0.110; number 5, S, carries 0.654

---

No. 3
2 unconnected molecules or ions with the total composition CH9N2 at a distorted geometry. Source: the Open Molecules 2025 dataset; level of theory: ωB97M-V with the def2-TZVPD basis set.

Values from the calculation:
Gap between HOMO and LUMO ... 12.4 eV
HOMO level ... -15.86 eV
LUMO ... -3.445 eV
ΔE to the lowest compared entry with this formula, charge and spin ... 22.4 kJ/mol
DFT total energy ... -152.76790 a.u.

ORCA input file:
```
! RIJCOSX wB97M-V def2-TZVPD def2/J DEFGRID3
* xyz 1 1
H -0.00843 -2.07380 0.43211
H 0.17199 0.48825 -0.32537
H -1.44721 -1.02279 0.49465
N 0.07833 -0.40926 -0.90588
H 0.10360 1.27707 1.53150
H 0.99741 -0.74519 -1.17407
H 1.51873 1.94461 1.26413
H 0.22103 2.62234 0.61954
C -0.68328 -1.45333 -0.14394
N 0.64809 1.71603 0.79139
H -0.45437 -0.19298 -1.74383
H -1.14588 -2.15096 -0.84023
*
```

Löwdin atomic charge list, values in e, 5 entries: number 1, H, carries 0.098; number 2, H, carries 0.079; number 3, H, carries 0.099; number 4, N, carries 0.116; number 5, H, carries 0.055

---

No. 4
A molecular structure, C24H40NO27S2 at a distorted geometry. Source: the Open Molecules 2025 dataset; level of theory: ωB97M-V with the def2-TZVPD basis set.

Values from the calculation:
Gap between HOMO and LUMO ... 9.2 eV
HOMO level ... -7.39 eV
LUMO ... 1.768 eV
ΔE to the lowest compared entry with this formula, charge and spin ... 270.0 kJ/mol
DFT total energy ... -3820.65851 a.u.

ORCA input file:
```
! RIJCOSX wB97M-V def2-TZVPD def2/J DEFGRID3
* xyz -1 1
O -4.99279 -3.98611 1.89103
H 6.49500 3.24512 1.76146
C -3.91454 0.76273 1.83280
H 6.03948 0.91183 3.68134
O -1.50295 -4.14139 -2.83169
C 6.88067 2.14237 1.92542
C 2.48740 3.96030 -3.14467
O 3.60167 -2.05063 -1.62843
O -0.79290 -2.47540 -4.44871
H 7.12988 2.04633 0.92547
H 7.73117 2.29933 2.13482
H 0.61955 2.74448 3.02832
S -2.01295 -2.83677 -3.76704
H -3.64384 0.26432 0.95498
H 0.97040 -3.64895 -1.71103
H -0.09909 -6.05091 -1.69923
H 2.50817 4.39967 1.81987
C -1.72516 -3.49596 2.16445
C 1.42497 3.34856 3.35830
H 6.41850 0.16842 2.16379
C -3.83310 -3.68089 1.58696
C -1.08337 -5.42488 -3.39408
H 0.42863 4.38238 -1.10085
C -3.81195 2.44220 -3.43702
H 0.75772 4.40632 1.52785
C 6.01669 0.99911 2.58998
O 3.27071 0.01057 3.78185
O -3.27482 -3.71072 0.41205
H -1.20165 -3.94654 -0.15336
O -4.47409 0.70117 4.14226
C 1.17042 5.39538 4.35270
O -0.99812 -0.01243 1.20295
O -3.03641 -3.45640 -4.50469
O 0.11129 0.46405 -0.46217
C 1.86330 -3.29746 -2.35194
H -1.91970 -5.66731 -4.09086
H 2.07984 2.66245 3.68876
S 3.95976 -0.29488 2.55916
H -1.68371 -2.47910 -0.11195
H 0.62607 1.76057 -2.58079
C -4.08421 3.13772 -1.22010
C 2.40171 -1.74503 -2.15192
H -0.35628 3.33865 -2.66190
O -4.00450 2.54209 -4.59960
H 2.32605 0.59852 1.28015
O 1.41571 3.45918 -3.64598
H -4.72804 2.86323 -0.22085
O -2.92096 -3.41793 2.61601
O -4.65953 2.97971 -2.48359
O 4.91887 -1.34247 2.44165
O -5.31535 0.77269 2.06413
C 2.90879 -0.40072 1.21068
O 1.35829 5.66146 2.99891
C 1.56104 4.43515 2.25776
C -3.42389 0.39171 3.26308
H 1.14942 2.97101 -0.44708
O -0.64671 2.04709 0.73963
O 4.98545 -3.71566 -1.02409
C 3.84779 -3.28340 -1.53949
N -0.45197 0.91162 0.65336
C 0.49971 2.90482 -2.62544
H 1.54780 -1.56742 -1.41738
O 0.78197 6.24773 5.13057
H -2.93567 1.50593 -0.71201
H 2.38645 -1.18367 -3.01314
H -2.81705 -0.73494 -3.44124
H -3.15711 -1.95637 -2.00091
O 4.69178 1.11703 2.24024
H -1.55701 -6.61947 -1.76244
C -5.64429 0.73089 3.35677
H -1.21308 -4.31767 2.66641
H -3.71412 4.26731 -0.87395
H -2.52908 0.82416 3.58180
O 2.37323 3.90697 -1.71776
H -0.53214 -7.72641 -2.60292
C -1.85263 -3.39718 0.60269
C 1.05280 3.56124 -1.36498
H 3.20473 -0.56603 0.26896
H 2.25405 -1.13136 1.38006
O 2.95674 -4.10346 -1.98183
H -1.80155 2.94804 -1.07921
O 1.23161 4.19007 4.54280
H -3.16816 -0.59155 3.34976
H -3.42182 1.81334 1.71630
O -2.80242 1.84997 -2.70253
O 3.48358 4.35885 -3.73152
O -6.85245 0.83900 3.80134
C -2.43496 -1.47153 -2.71687
H -1.57748 -1.30997 -2.02306
H 1.55819 -3.44620 -3.30740
C -0.77757 -6.41658 -2.34805
H -0.23616 -5.25561 -3.95792
H -1.08227 -2.62778 2.47822
C -2.78744 2.29233 -1.33420
*
```

Löwdin atomic charge list, values in e, 5 entries: number 1, O, carries 0.115; number 2, H, carries 0.132; number 3, C, carries -0.102; number 4, H, carries 0.132; number 5, O, carries -0.314

---

No. 5
A molecular structure, C3H3NO. Source: the Open Molecules 2025 dataset; level of theory: ωB97M-V with the def2-TZVPD basis set.

Values from the calculation:
Gap between HOMO and LUMO ... 8.6 eV
HOMO level ... -8.78 eV
LUMO ... -0.143 eV
ΔE to the lowest compared entry with this formula, charge and spin ... 546.9 kJ/mol
DFT total energy ... -245.88323 a.u.

ORCA input file:
```
! RIJCOSX wB97M-V def2-TZVPD def2/J DEFGRID3
* xyz 0 1
O 0.50173 -1.21156 0.03961
C -0.80073 0.49010 0.21024
C 1.21373 -0.02026 -0.09493
H 2.26616 -0.22414 -0.25340
C 0.46368 1.11886 -0.02271
H -1.16178 -0.18128 -0.77111
H -1.74429 0.92192 0.54377
N -0.75990 -0.93763 0.27417
*
```

Löwdin atomic charge list, values in e, 5 entries: number 1, O, carries -0.057; number 2, C, carries -0.229; number 3, C, carries -0.148; number 4, H, carries 0.105; number 5, C, carries -0.051

---

No. 6
2 unconnected molecules or ions with the total composition C5H7NO at a distorted geometry. Source: the Open Molecules 2025 dataset; level of theory: ωB97M-V with the def2-TZVPD basis set.

Values from the calculation:
SMILES ... C=C=O.CC#CN
Gap between HOMO and LUMO (spin up / spin down) ... 8.4 / 8.4 eV
HOMO level (spin up / spin down) ... -8.24 / -8.24 eV
LUMO (spin up / spin down) ... 0.155 / 0.155 eV
ΔE to the lowest compared entry with this formula, charge and spin ... 532.5 kJ/mol
DFT total energy ... -324.52164 a.u.

ORCA input file:
```
! RIJCOSX wB97M-V def2-TZVPD def2/J DEFGRID3
* xyz 0 1
C -0.73715 0.30306 0.48620
H -2.75970 -0.21444 -0.23153
H -1.44293 -0.81705 -1.07194
N -0.94796 0.91289 2.93239
C -0.61716 0.68234 1.65427
H 3.13645 0.14946 -2.37318
O 0.61803 -1.52078 -1.70729
H 3.50141 -1.41567 -1.73936
C -1.76080 0.08426 -0.54764
H -1.86053 0.95616 -1.19457
H -1.01550 1.86853 3.25928
C 1.50611 -0.79383 -1.39503
H -0.40528 0.41703 3.63007
C 2.78502 -0.61195 -1.70166
*
```

Löwdin atomic charge list, values in e, 5 entries: number 1, C, carries -0.114; number 2, H, carries 0.072; number 3, H, carries 0.038; number 4, N, carries 0.060; number 5, C, carries -0.163

---

No. 7
C5H13N3O in the gas phase at a distorted geometry. Source: the Open Molecules 2025 dataset; level of theory: ωB97M-V with the def2-TZVPD basis set.

Values from the calculation:
SMILES ... C[C@H](C=O)[C@@H](N)N(C)N
Gap between HOMO and LUMO ... 8.3 eV
HOMO level ... -7.56 eV
LUMO ... 0.789 eV
ΔE to the lowest compared entry with this formula, charge and spin ... 435.4 kJ/mol
DFT total energy ... -437.68826 a.u.

ORCA input file:
```
! RIJCOSX wB97M-V def2-TZVPD def2/J DEFGRID3
* xyz 0 1
C -1.08798 -0.74189 -1.11590
H -1.07200 1.61362 0.10679
C 1.17944 1.59381 -1.44240
H 2.04477 1.35826 -2.07666
H -0.64181 -1.73210 -1.35435
H 1.50765 2.43171 -0.81814
H -1.33159 -2.59000 0.97919
C -1.26547 -0.50130 0.44410
H 0.61029 0.39603 2.20052
H -1.02551 -1.50852 2.35903
H 2.00345 -0.76306 -1.64352
O -1.90359 -0.24115 -1.90862
C -0.81811 -1.67821 1.29736
N 1.49140 -0.70824 -0.75707
H -2.33541 -0.31808 0.57477
H 0.25243 -1.88085 1.22677
N 0.72668 0.48677 -0.59906
H -0.45347 1.81215 2.32801
N 0.06928 1.14098 1.77898
H 0.36697 1.89391 -2.10955
C -0.51406 0.79550 0.56552
H 2.19663 -0.85933 -0.03579
*
```

Löwdin atomic charge list, values in e, 5 entries: number 1, C, carries -0.271; number 2, H, carries 0.150; number 3, C, carries -0.095; number 4, H, carries 0.073; number 5, H, carries 0.118

---

No. 8
3 unconnected molecules or ions with the total composition C5H11NOS at a distorted geometry. Source: the Open Molecules 2025 dataset; level of theory: ωB97M-V with the def2-TZVPD basis set.

Values from the calculation:
Gap between HOMO and LUMO ... 4.1 eV
HOMO level ... -7.78 eV
LUMO ... -3.724 eV
ΔE to the lowest compared entry with this formula, charge and spin ... 952.2 kJ/mol
DFT total energy ... -724.96220 a.u.

ORCA input file:
```
! RIJCOSX wB97M-V def2-TZVPD def2/J DEFGRID3
* xyz 0 1
H -1.89834 0.32937 -1.78082
C 2.76617 0.63325 0.74190
C -1.60920 -0.09111 1.18911
C -1.28413 0.89171 -1.07966
H -0.51153 1.49485 -1.55752
H -1.31328 -1.89430 -0.55485
O 1.52568 -1.23872 1.47853
H -0.92736 -1.15058 -0.44677
H 3.77316 0.26060 0.78988
C 1.58602 -0.15750 0.90782
C -0.61780 0.01491 -0.00229
H 2.65199 1.61892 0.30624
H -2.02699 1.52601 -0.59778
S -3.14982 -0.66767 0.53523
N 0.61973 0.45256 0.18714
H -1.27792 -0.88440 1.86403
H 1.38695 -1.27545 -1.76815
H 1.88919 -0.73847 -1.86632
H -1.58251 0.87605 1.65429
*
```

Löwdin atomic charge list, values in e, 5 entries: number 1, H, carries 0.065; number 2, C, carries 0.301; number 3, C, carries -0.629; number 4, C, carries -0.098; number 5, H, carries 0.081